# 1
{"formula": "C13H17IN2Pd", "method": "ωB97M-V/def2-TZVPD", "symbols": ["C", "C", "H", "H", "H", "H", "H", "H", "C", "C", "C", "C", "H", "H", "H", "H", "N", "C", "C", "N", "C", "C", "C", "H", "H", "C", "H", "H", "Pd", "I", "C", "H", "H", "H"], "coordinates": [[0.5690, 0.9317, 5.1999], [0.2396, -0.5109, 4.8773], [1.2747, 1.2558, 6.0022], [-0.4301, 1.5247, 5.1206], [1.1058, 1.1604, 4.2581], [0.1045, -0.6627, 3.8046], [0.8718, -1.3320, 5.1355], [-0.7348, -0.8637, 5.1456], [0.3025, 2.6224, -0.9220], [0.4523, 3.5159, -2.0033], [0.3178, 2.9817, -3.3031], [0.0362, 1.6162, -3.5401], [0.3099, 2.9535, 0.1307], [0.7091, 4.5758, -1.8074], [0.4889, 3.6344, -4.1481], [-0.1095, 1.1574, -4.5408], [0.1159, 1.3089, -1.1835], [-0.0494, 0.7514, -2.4309], [-0.1676, -0.7385, -2.4113], [-0.0796, -1.3385, -1.1899], [-0.3148, -2.6245, -0.8686], [-0.3372, -3.0725, -3.2447], [-0.4307, -3.5204, -1.9359], [-0.4257, -2.9123, 0.2085], [-0.5283, -4.5563, -1.7420], [-0.2596, -1.6840, -3.4498], [-0.2100, -1.2833, -4.4270], [-0.3024, -3.7788, -4.0832], [0.4397, -0.0868, 0.3213], [3.0886, 0.1416, 0.4866], [-1.2299, -0.2528, 1.4743], [-1.4925, -1.3158, 1.6491], [-2.1714, 0.1351, 0.9624], [-1.1527, 0.2671, 2.4551]], "lowdin_charge": [-0.1478, -0.1966, 0.0854, 0.1037, 0.0371, 0.0050, 0.0636, 0.0613, -0.0833, 0.0111, 0.0155, 0.0517, 0.1356, 0.1420, 0.1300, 0.1434, -0.0681, -0.1604, -0.1507, -0.0747, -0.0581, 0.0266, 0.0003, 0.1409, 0.1187, 0.0460, 0.1121, 0.1468, 0.7307, 0.6816, -0.1556, 0.0266, 0.0650, 0.0147], "relative_energy_kcal_mol": 18.4, "spin_multiplicity": 5, "e_homo_ev": [-15.9, -15.9], "gap_ev": [8.2, 4.7], "charge": 2}



# 2
{"formula": "C13H17N", "method": "ωB97M-V/def2-TZVPD", "symbols": ["C", "C", "C", "C", "C", "C", "C", "C", "C", "C", "C", "N", "C", "C", "H", "H", "H", "H", "H", "H", "H", "H", "H", "H", "H", "H", "H", "H", "H", "H", "H"], "coordinates": [[-3.7987, -0.7919, 0.6438], [-2.5937, -0.8119, 1.6288], [-2.8632, 0.0810, 2.8707], [-1.3488, -0.5059, 0.7803], [-1.0182, 0.8011, 0.4464], [0.0774, 1.0877, -0.3557], [0.7881, 0.0656, -0.9732], [1.8770, 0.3207, -1.9833], [3.3086, 0.1613, -1.4273], [3.6571, 1.4006, -0.5507], [4.2056, 0.0612, -2.5651], [4.8819, -0.0258, -3.5103], [0.4174, -1.2514, -0.6553], [-0.5919, -1.5409, 0.2544], [-4.7082, -1.1483, 1.1765], [-3.5430, -1.4892, -0.1505], [-3.9788, 0.1680, 0.2284], [-2.5105, -1.8355, 2.0361], [-3.8516, -0.1565, 3.2997], [-2.1323, -0.0331, 3.6158], [-2.8928, 1.1420, 2.5734], [-1.6352, 1.6294, 0.8118], [0.2240, 2.1642, -0.5312], [1.6932, -0.4299, -2.7412], [1.7042, 1.3162, -2.4437], [3.3801, -0.7967, -0.8575], [3.3936, 2.3258, -1.0930], [4.7180, 1.3526, -0.2774], [3.1001, 1.3817, 0.4138], [0.9644, -2.0752, -1.0764], [-0.9240, -2.5669, 0.4121]], "lowdin_charge": [-0.0621, -0.3611, -0.0665, -0.2185, -0.0372, -0.0388, -0.2356, -0.1422, -0.3469, -0.0519, -0.2163, 0.1517, -0.0305, -0.0334, 0.0859, 0.0753, 0.0642, 0.1291, 0.0817, 0.0538, 0.0713, 0.1139, 0.1208, 0.1154, 0.1346, 0.1569, 0.0907, 0.0792, 0.0884, 0.1097, 0.1180], "relative_energy_kcal_mol": 10.1, "smiles": "CC(C)c1ccc(C[C@H](C)C#N)cc1", "e_homo_ev": -9.1, "gap_ev": 9.9}